# 1
This record from OMol25 describes a cluster of 11 separate species, H22O11 in total at a distorted geometry. The level of theory is ωB97M-V/def2-TZVPD.

Geometry as XYZ:
```
33
Properties=species:S:1:pos:R:3:nbo_charge:R:1
O 0.076 3.969 0.048 -0.940
H -0.148 4.439 0.852 0.467
H 0.838 3.441 0.284 0.469
O -1.187 0.084 -2.836 -0.238
H -0.423 0.365 -2.332 0.529
H -1.296 -0.840 -2.612 0.497
O 1.340 1.572 -2.845 -0.865
H 1.521 0.814 -3.402 0.463
H 1.952 1.484 -2.115 0.506
O 2.686 -0.475 -1.501 -0.941
H 2.062 -0.619 -0.789 0.475
H 2.394 -1.062 -2.198 0.465
O 0.064 0.121 -0.521 -0.966
H -0.384 -0.548 -0.003 0.507
H 0.639 0.563 0.104 0.500
O -0.415 -1.336 1.988 -0.995
H 0.330 -0.947 2.446 0.502
H -0.873 -1.841 2.660 0.482
O -2.752 -2.291 1.168 -0.953
H -1.851 -2.550 0.972 0.475
H -3.065 -2.957 1.780 0.500
O -3.366 0.251 0.460 -0.963
H -3.032 -0.586 0.782 0.476
H -4.082 0.470 1.056 0.472
O 2.164 1.952 0.612 -0.986
H 2.412 1.101 0.972 0.488
H 2.874 2.539 0.873 0.497
O 2.003 -0.154 2.492 -0.971
H 2.638 -0.615 3.041 0.503
H 1.938 0.718 2.881 0.495
O -1.809 -2.041 -1.639 -0.955
H -1.039 -2.583 -1.813 0.481
H -2.210 -2.436 -0.865 0.522
```

Values from the calculation:
Net charge: +1
Multiplicity: 2
Lowest unoccupied orbital energy (spin up / spin down) in eV: -3.321 / -9.279
Energy relative to the best compared isomer or geometry (same formula, charge and spin) in kJ/mol: 68.4
Calculated total energy in hartree: -840.44751
Frontier orbital gap (spin up / spin down) in eV: 10.039 / 4.082

# 2
This record from OMol25 describes a cluster of 11 separate species, H22O11 in total at a distorted geometry. The level of theory is ωB97M-V/def2-TZVPD.

Geometry as XYZ:
```
33
Properties=species:S:1:pos:R:3:nbo_charge:R:1
O -7.480 -1.814 -4.946 -0.852
H -8.060 -2.076 -4.231 0.498
H -7.363 -0.872 -4.828 0.491
O -11.349 -4.223 -6.600 -0.943
H -12.248 -3.968 -6.395 0.494
H -11.181 -4.982 -6.041 0.492
O -9.488 -3.132 0.081 -0.970
H -10.371 -3.425 -0.145 0.506
H -9.576 -2.189 0.221 0.472
O -8.802 -3.238 -2.654 -0.985
H -8.724 -3.307 -1.702 0.530
H -8.706 -4.137 -2.968 0.490
O -10.538 -5.530 -1.562 -0.966
H -11.287 -6.065 -1.823 0.475
H -10.029 -6.095 -0.981 0.492
O -12.300 -3.233 0.093 -0.969
H -12.714 -2.482 0.517 0.478
H -12.521 -3.137 -0.834 0.491
O -14.053 -2.994 -1.918 -0.964
H -14.431 -3.810 -2.245 0.484
H -14.638 -2.725 -1.210 0.496
O -10.177 -1.798 -6.182 -0.400
H -9.264 -2.005 -6.385 0.507
H -10.616 -2.648 -6.156 0.506
O -12.250 -0.267 -1.759 -0.923
H -11.484 -0.370 -1.194 0.464
H -12.200 -1.004 -2.368 0.461
O -13.173 -1.311 -4.249 -0.815
H -13.926 -1.371 -3.661 0.488
H -12.493 -1.831 -3.820 0.476
O -11.319 -2.919 -3.283 -0.987
H -11.672 -3.793 -3.444 0.474
H -10.406 -3.070 -3.038 0.509
```

Values from the calculation:
Net charge: +1
Multiplicity: 2
Lowest unoccupied orbital energy (spin up / spin down) in eV: -3.435 / -10.328
Energy relative to the best compared isomer or geometry (same formula, charge and spin) in kJ/mol: 61.6
Calculated total energy in hartree: -840.45011
Frontier orbital gap (spin up / spin down) in eV: 10.684 / 3.474

# 3
This record from OMol25 describes a structure of composition H23O11 at a distorted geometry. The level of theory is ωB97M-V/def2-TZVPD.

Geometry as XYZ:
```
34
Properties=species:S:1:pos:R:3:nbo_charge:R:1
O -2.064 -1.702 -3.645 -0.953
H -2.333 -0.967 -4.219 0.480
H -1.537 -2.217 -4.253 0.476
O -0.416 -2.089 -0.262 -0.980
H -0.838 -2.327 -1.161 0.486
H -0.223 -3.013 -0.080 0.500
O 2.484 -0.026 4.052 -0.961
H 2.135 -0.599 1.090 0.534
H 3.336 0.293 4.033 0.497
O -3.884 0.468 1.095 -0.946
H -4.571 -0.150 1.350 0.476
H -4.091 1.170 1.707 0.480
O -2.397 1.106 -1.213 -0.963
H -3.266 0.847 -0.761 0.499
H -2.144 0.296 -1.674 0.456
O 3.154 2.036 1.516 -0.970
H 4.042 2.266 1.740 0.486
H 1.925 0.126 4.805 0.515
O 0.300 0.630 -2.278 -0.951
H 2.996 2.125 0.568 0.486
O 1.791 -3.993 0.329 -0.950
H 2.741 -3.848 0.272 0.472
H 1.865 -4.971 0.348 0.480
O -0.704 4.332 -1.461 -0.956
H -1.514 4.084 -1.896 0.484
H -0.003 4.530 -2.060 0.472
O 1.527 -0.189 1.678 -0.882
H -0.010 0.977 0.166 0.511
H 1.966 0.212 2.466 0.552
O -0.540 0.525 0.820 -0.852
H -0.898 -0.229 0.337 0.538
H 0.443 0.137 1.584 0.532
H 0.939 -0.005 -1.976 0.464
H -0.212 0.165 -3.018 0.487
```

Values from the calculation:
Net charge: +1
Multiplicity: 1
Lowest unoccupied orbital energy in eV: -2.844
Energy relative to the best compared isomer or geometry (same formula, charge and spin) in kJ/mol: 346.6
Calculated total energy in hartree: -841.15018
Frontier orbital gap in eV: 10.291

# 4
This record from OMol25 describes a structure of composition H24HeKrO12 at a distorted geometry. The level of theory is ωB97M-V/def2-TZVPD.

Geometry as XYZ:
```
38
Properties=species:S:1:pos:R:3:nbo_charge:R:1
He 0.126 -0.079 -0.155 0.001
Kr 1.781 2.638 -2.201 0.001
O -3.754 -1.506 -1.065 -0.938
H -3.339 -2.361 -0.953 0.461
H -3.114 -0.990 -1.555 0.464
O 0.968 -0.969 2.162 -0.992
H 0.138 -0.626 2.492 0.491
H 1.610 -0.293 2.381 0.484
O 0.328 2.151 2.230 -0.990
H 0.976 2.792 2.524 0.470
H -0.059 2.543 1.448 0.515
O 2.711 -0.617 -1.858 -0.985
H 3.605 -0.790 -2.155 0.476
H 2.547 -1.283 -1.190 0.492
O 2.174 -2.503 0.087 -0.948
H 1.401 -2.802 -0.391 0.461
H 1.851 -1.800 0.651 0.506
O 1.318 -0.816 -4.313 -0.963
H 0.366 -0.887 -4.236 0.454
H 1.612 -0.585 -3.432 0.494
O -1.782 2.008 -2.049 -0.965
H -2.687 2.052 -1.741 0.474
H -1.643 1.084 -2.256 0.490
O -1.525 0.257 3.227 -0.961
H -0.975 1.020 3.052 0.494
H -1.227 -0.065 4.077 0.470
O -1.515 -0.646 -2.633 -0.954
H -1.412 -1.587 -2.488 0.495
H -2.211 -0.579 -3.287 0.487
O -0.853 3.541 0.201 -0.974
H -0.446 4.313 -0.194 0.482
H -0.941 2.920 -0.521 0.507
O -1.476 -3.392 2.387 -0.933
H -2.258 -2.839 2.396 0.470
H -1.030 -3.165 1.571 0.463
O 3.031 0.961 2.418 -0.949
H 3.509 1.487 3.060 0.475
H 2.194 1.414 2.312 0.474
```

Values from the calculation:
Multiplicity: 1
Lowest unoccupied orbital energy in eV: -0.372
Energy relative to the best compared isomer or geometry (same formula, charge and spin) in kJ/mol: 54.5
Calculated total energy in hartree: -3673.78298
Frontier orbital gap in eV: 10.438

# 5
This record from OMol25 describes a cluster of 11 separate species, H24NO10 in total at a distorted geometry. The level of theory is ωB97M-V/def2-TZVPD.

Geometry as XYZ:
```
35
Properties=species:S:1:pos:R:3:nbo_charge:R:1
N 0.457 -0.083 -0.058 -0.922
H -0.300 0.243 -0.642 0.446
H 0.206 -0.126 0.919 0.438
H 1.191 0.589 -0.227 0.437
H 0.800 -0.981 -0.369 0.444
O -1.200 -3.169 2.453 -0.985
H -1.155 -3.561 3.325 0.478
H -0.661 -2.381 2.516 0.487
O -0.225 -0.530 2.463 -1.077
H 0.421 -0.301 3.131 0.455
H -1.067 -0.289 2.851 0.482
O -2.644 0.722 0.801 -1.201
H -2.478 1.662 0.729 0.370
H -3.533 0.661 1.150 0.462
O -1.480 0.424 -1.875 -0.983
H -1.832 -0.466 -1.851 0.501
H -2.248 0.988 -1.779 0.481
O 1.584 -2.636 0.125 -0.959
H 2.379 -2.447 0.625 0.472
H 1.339 -3.523 0.390 0.491
O 0.185 -0.039 -4.214 -0.954
H -0.276 0.172 -5.026 0.459
H -0.326 0.393 -3.530 0.487
O 3.140 0.991 0.135 -0.989
H 2.983 1.258 1.041 0.476
H 3.953 1.434 -0.108 0.481
O 1.930 2.118 -2.211 -0.947
H 2.214 2.994 -2.472 0.465
H 2.560 1.850 -1.542 0.469
O 0.348 2.836 0.812 -1.103
H -0.510 2.811 0.390 0.405
H 0.592 3.761 0.806 0.463
O -2.092 -1.931 0.050 -0.998
H -1.825 -2.362 0.863 0.488
H -2.430 -1.080 0.329 0.481
```

Values from the calculation:
Multiplicity: 2
Lowest unoccupied orbital energy (spin up / spin down) in eV: 0.007 / -0.077
Energy relative to the best compared isomer or geometry (same formula, charge and spin) in kJ/mol: 0.0
Calculated total energy in hartree: -821.45040
Frontier orbital gap (spin up / spin down) in eV: 2.936 / 10.588

# 6
This record from OMol25 describes a cluster of 11 separate species, H24O12 in total at a distorted geometry. The level of theory is ωB97M-V/def2-TZVPD.

Geometry as XYZ:
```
36
Properties=species:S:1:pos:R:3:nbo_charge:R:1
H -0.059 0.497 -1.423 0.467
H 0.380 -0.027 -0.066 0.478
H 1.162 -3.222 1.742 0.467
H 2.335 -3.078 2.698 0.477
H -3.640 0.015 2.115 0.461
H -4.572 1.053 2.719 0.471
H 2.805 3.044 2.061 0.457
H 2.427 2.302 0.790 0.486
H 4.265 -2.017 -1.708 0.462
H 3.645 -2.027 -0.320 0.467
H 1.666 4.750 0.289 0.451
H 0.935 4.216 -0.932 0.442
H -4.974 -1.225 -0.851 0.461
H -3.552 -1.739 -0.689 0.487
H 1.417 2.757 -1.429 0.468
H 0.261 2.208 -0.609 0.461
H 0.686 -0.965 1.325 0.455
H 0.297 -0.855 2.790 0.485
H -3.849 0.904 -2.596 0.473
H -2.762 1.961 -2.688 0.468
H -1.912 -0.310 0.174 0.504
H -2.026 -1.233 1.375 0.447
H 2.762 -3.093 -3.011 0.468
H 1.343 -3.354 -2.534 0.474
O -0.407 0.185 -0.581 -0.942
O 1.375 -3.162 2.680 -0.943
O -4.078 0.850 1.916 -0.933
O 3.108 2.873 1.162 -0.949
O 4.366 -2.410 -0.833 -0.927
O 1.711 4.059 -0.381 -0.901
O -4.465 -2.039 -0.763 -0.953
O 1.168 2.523 -0.528 -0.915
O 0.677 -0.347 2.065 -0.939
O -3.006 1.162 -2.208 -0.940
O -1.694 -1.200 0.471 -0.952
O 2.206 -3.057 -2.224 -0.943
```

Values from the calculation:
Multiplicity: 1
Lowest unoccupied orbital energy in eV: -0.114
Energy relative to the best compared isomer or geometry (same formula, charge and spin) in kJ/mol: 865.5
Calculated total energy in hartree: -916.99572
Frontier orbital gap in eV: 7.369

# 7
This record from OMol25 describes a cluster of 12 separate species, H24O12 in total at a distorted geometry. The level of theory is ωB97M-V/def2-TZVPD.

Geometry as XYZ:
```
36
Properties=species:S:1:pos:R:3:nbo_charge:R:1
O 0.017 -0.051 -0.034 -0.927
H 0.307 -0.936 0.215 0.457
H -0.744 0.114 0.534 0.496
O 1.132 -4.831 -1.092 -0.936
H 0.406 -4.234 -1.304 0.473
H 1.756 -4.279 -0.608 0.464
O -1.007 -0.177 -1.568 -0.898
H -0.103 -0.101 -1.893 0.447
H -1.541 -0.225 -2.368 0.425
O 0.530 2.693 -3.671 -0.920
H 0.781 1.789 -3.893 0.454
H 1.242 3.000 -3.098 0.467
O -4.998 0.756 0.203 -0.941
H -4.545 1.334 0.827 0.473
H -5.124 1.307 -0.578 0.468
O 1.754 -1.819 4.230 -0.945
H 1.918 -2.661 3.791 0.467
H 2.525 -1.695 4.795 0.481
O -2.116 -1.860 -1.568 -0.933
H -2.037 -2.160 -0.656 0.469
H -3.052 -1.967 -1.770 0.463
O 3.483 0.129 -2.744 -0.934
H 2.699 0.424 -3.222 0.458
H 3.895 -0.508 -3.339 0.475
O -0.853 3.510 1.502 -0.939
H -0.402 3.221 2.303 0.459
H -0.163 3.945 0.988 0.473
O 1.232 1.958 0.180 -0.942
H 1.385 1.370 -0.569 0.499
H 1.999 2.542 0.179 0.459
O 0.319 1.248 2.558 -0.954
H 0.409 1.721 1.724 0.498
H -0.489 1.604 2.944 0.443
O -0.415 -1.423 2.178 -0.947
H 0.018 -1.459 3.039 0.500
H -0.221 -2.280 1.782 0.447
```

Values from the calculation:
Multiplicity: 1
Lowest unoccupied orbital energy in eV: -0.109
Energy relative to the best compared isomer or geometry (same formula, charge and spin) in kJ/mol: 669.3
Calculated total energy in hartree: -917.07043
SMILES: O.O.O.O.O.O.O.O.O.O.O.O
Frontier orbital gap in eV: 8.251